{
  "formula": "C60H74BN6P2S3Ti",
  "method": "ωB97M-V/def2-TZVPD",
  "elements": ["N", "H", "C", "C", "H", "P", "H", "C", "H", "H", "H", "C", "H", "C", "S", "N", "H", "H", "Ti", "C", "H", "C", "H", "C", "C", "H", "H", "C", "H", "N", "C", "H", "C", "C", "H", "H", "N", "H", "C", "P", "C", "C", "H", "H", "C", "C", "H", "C", "H", "H", "C", "H", "N", "C", "H", "H", "C", "C", "C", "C", "H", "H", "H", "C", "H", "H", "C", "H", "C", "H", "H", "C", "H", "H", "H", "C", "C", "H", "H", "C", "C", "C", "C", "S", "H", "C", "H", "H", "H", "C", "C", "C", "H", "H", "H", "H", "H", "N", "H", "H", "H", "H", "C", "C", "C", "C", "C", "S", "C", "H", "C", "H", "C", "H", "H", "H", "H", "C", "H", "B", "C", "C", "H", "C", "C", "H", "H", "H", "H", "C", "H", "C", "C", "H", "C", "H", "C", "H", "C", "H", "H", "H", "H", "C", "H", "C", "H"],
  "xyz": [[-1.686, -1.235, 0.922], [-2.322, -4.418, -5.898], [-1.595, -5.706, 3.214], [-0.836, 6.137, 2.278], [-6.957, -2.568, 3.571], [-1.591, 1.190, -1.804], [-4.271, 2.059, -3.074], [-3.102, 2.139, -1.217], [2.091, -0.154, -2.285], [-1.810, -3.642, -0.062], [-4.496, 0.444, -1.175], [-6.017, -1.758, 0.415], [-3.488, 0.573, 0.275], [-0.661, -4.853, -4.616], [-2.174, 0.036, 4.049], [0.407, 1.150, 1.413], [-4.818, 1.709, -0.013], [2.782, -4.561, 0.847], [-0.348, -0.187, 0.168], [1.174, -3.021, 2.389], [-1.301, -6.062, -0.146], [4.670, -1.709, -0.645], [1.132, -3.953, -0.490], [3.304, -3.795, 1.424], [-2.696, 3.201, -0.190], [2.327, -0.890, 5.962], [4.246, -3.573, 0.930], [-1.107, -1.230, 6.251], [4.541, -2.712, -1.055], [-2.031, -1.454, 3.558], [0.140, -4.441, -3.561], [-2.841, -2.245, -4.845], [-1.707, 5.402, 3.073], [2.562, 1.221, 6.274], [0.893, 6.090, 1.010], [-4.514, -2.459, 3.913], [-1.263, -1.270, -2.653], [3.299, -2.002, 3.554], [-0.458, 0.007, 8.209], [1.907, -1.717, 0.092], [-0.844, 1.200, 7.607], [3.381, -0.878, -0.694], [-1.179, 1.279, -4.974], [-7.913, -2.128, 1.339], [-1.462, -5.577, 0.808], [2.436, -2.550, 1.672], [-3.979, -1.471, -0.230], [-1.374, -6.311, 1.984], [-1.141, -7.367, 1.943], [3.812, -0.074, -2.643], [-0.470, 3.648, -2.578], [-1.685, 2.113, 5.860], [-1.610, 1.164, 3.169], [-1.531, 4.035, 3.221], [0.681, -3.821, 1.835], [0.721, 0.557, -3.504], [-6.843, -2.062, 1.487], [-1.373, 1.188, 6.329], [-2.269, -0.241, -2.753], [3.620, 0.499, -0.069], [-0.055, 0.020, 9.213], [-4.057, -0.666, 6.074], [-6.442, -1.590, -0.566], [-1.963, -3.635, 2.093], [-2.051, 2.780, 0.581], [-6.335, 2.211, 2.746], [-4.481, 1.310, 3.320], [3.543, -4.240, 2.393], [0.215, 5.512, 1.623], [-0.460, -5.800, -5.099], [-2.472, 2.314, -4.366], [2.233, 2.494, 5.834], [-2.085, -3.872, 4.227], [-4.820, 3.231, -1.887], [-1.386, 4.234, -2.606], [-3.866, 0.496, 4.262], [0.402, 4.146, 1.757], [-0.741, 2.135, 8.140], [-3.914, 1.724, 2.496], [-2.015, -2.846, -4.486], [-4.938, -2.245, 2.942], [-4.129, -1.902, 1.863], [2.065, 0.102, 5.616], [-0.153, 1.690, 2.684], [2.955, -1.612, -2.727], [-1.488, -0.031, 5.668], [1.445, -3.421, 3.370], [-7.590, 1.277, 4.656], [1.160, 2.126, -4.177], [3.211, -1.570, 2.554], [-4.554, -0.041, 5.343], [-5.902, 0.247, 5.476], [4.409, 0.993, -0.639], [-1.010, 3.025, -5.026], [2.719, -0.601, 2.643], [3.212, 1.097, 7.130], [-0.980, 7.204, 2.170], [0.465, -2.549, -1.917], [1.141, 3.657, 4.407], [-1.199, -2.162, 5.713], [2.727, 1.128, -0.115], [-2.483, 0.021, -3.791], [-3.929, 2.786, -2.336], [-6.539, 1.050, 4.539], [-1.392, 2.197, -4.426], [0.732, 1.629, -3.304], [-6.306, -2.310, 2.747], [-2.379, -1.926, 2.060], [-0.147, -3.217, -2.979], [1.390, 1.845, -2.459], [-1.213, -2.425, -3.436], [5.093, -1.792, 0.353], [-0.476, 3.423, 2.557], [-2.525, 5.897, 3.579], [-3.603, 3.574, 0.291], [-0.299, -2.122, 8.020], [2.629, 3.363, 6.342], [-0.659, 2.210, -3.071], [4.220, -1.400, 2.187], [-0.204, -1.314, -1.685], [3.033, -0.677, -2.173], [-1.902, -4.354, 3.277], [0.243, 4.134, -3.246], [-4.015, 1.144, -0.493], [0.914, 1.535, 4.087], [-2.187, 4.055, -0.627], [3.948, 0.453, 0.967], [2.373, -3.422, -1.626], [5.413, -1.205, -1.267], [-1.720, -4.068, -5.071], [-3.213, -0.561, -2.303], [1.398, 2.662, 4.739], [-1.759, -4.225, 0.852], [-1.535, -6.288, 4.123], [-0.592, -1.200, 7.538], [0.867, -0.617, 3.994], [-4.644, -1.684, 0.596], [1.212, 3.644, 1.243], [1.243, 0.255, 4.513], [-2.218, 3.458, 3.826], [0.448, -2.218, 2.533], [-6.455, -0.149, 6.317], [-0.054, 3.687, -1.568], [-5.833, 1.578, 3.466], [-3.400, 3.582, -2.855], [1.494, -3.092, -1.064], [0.965, -5.053, -3.219]],
  "spin_multiplicity": 1,
  "molar_mass_g_mol": 1096.12,
  "charge": 3,
  "e_above_lowest_ev": 0.000,
  "gap_ev": 6.856,
  "homo_ev": -14.048
}